1.
A single C20H24ClN3O4S molecule at a distorted geometry. Source: the OMol25 dataset; level of theory: ωB97M-V/def2-TZVPD.

As for the SMILES: CCOc1ccc(S(=O)(=O)N2CCC(C(=O)NCc3ccccn3)CC2)cc1Cl. The energy above the lowest of the compared OMol25 structures with the same formula, charge and spin comes out at 77.7 kJ/mol. The largest force on an atom comes out at 1.04 eV Å⁻¹. The LUMO energy is 0.57 eV. For the energy, the calculation gives -57147.913 eV.

```
! wB97M-V def2-TZVPD RIJCOSX def2/J DEFGRID3
* xyz 0 1
H 1.16000 -3.21765 0.51418
H 1.99354 -1.70110 -1.84243
C 1.63414 2.85441 -1.38425
H -0.41851 3.37934 1.94895
H 0.98043 4.23118 2.63509
N -0.58387 -0.57557 -3.74618
S -0.57620 1.02093 -4.21027
H -1.07199 -1.66052 3.01514
O 0.44767 1.15172 -5.20341
C 0.32378 4.16351 1.76340
H -1.51008 -5.01766 5.65068
C -0.34038 5.51387 1.51364
C -0.93312 -4.41246 4.96914
C -1.04387 2.37414 -1.85662
H -2.18198 -1.45726 -0.88236
H 1.97438 1.94579 -3.30010
H -2.08528 2.19909 -2.07616
C -1.37144 -0.98170 -1.43817
C 1.25008 2.23200 -2.55455
C 1.50499 -2.19775 2.32532
C -0.09227 1.97964 -2.77344
H -2.54194 -0.44120 -3.18913
H 1.48637 -1.13096 2.56362
O -1.92857 1.35568 -4.54612
C 1.07775 -1.12890 -2.00351
H 0.60601 -2.25812 -3.78734
H -0.94814 5.78586 2.37225
C 0.38017 -4.73978 4.67111
C -1.48046 -3.28894 4.36730
C 0.68903 3.22877 -0.41074
C 0.34157 -1.34795 0.33771
H 1.41955 -0.71263 -4.11181
C -1.67523 -1.05123 -2.93465
N 1.13448 -4.03663 3.84391
H 0.42114 6.27542 1.36571
H -1.88082 -2.08907 -3.22411
H -0.13876 -2.75112 -1.24501
N 1.03725 -2.32211 0.95866
H -1.30185 0.05656 -1.11260
C -0.04507 -1.66899 -1.10452
H -0.97140 5.48549 0.62876
H -2.50069 -2.99720 4.57101
C -0.65880 2.99638 -0.68114
H 0.85657 -5.60673 5.10998
H 2.52388 -2.58288 2.40052
H 1.27193 -0.09155 -1.72804
H -1.41672 3.28173 0.02936
C -0.69463 -2.54515 3.50442
O 1.18868 3.78261 0.70805
O 0.09338 -0.27900 0.85931
C 0.68204 -1.20801 -3.48014
C 0.61490 -2.95804 3.27603
Cl 3.29834 3.16373 -1.07642
*
```


2.
A gas-phase ion, C4H5O2S (charge -1) at a distorted geometry. Source: the OMol25 dataset; level of theory: ωB97M-V/def2-TZVPD.

The energy above the lowest of the compared OMol25 structures with the same formula, charge and spin comes out at 250.7 kJ/mol. The largest force on an atom comes out at 3.47 eV Å⁻¹. The LUMO energy (alpha / beta) is 3.45 / 3.45 eV. For the energy, the calculation gives -19157.945 eV.

```
! wB97M-V def2-TZVPD RIJCOSX def2/J DEFGRID3
* xyz -1 1
C 0.52105 0.82378 -0.70853
H -1.55490 -1.88207 1.70686
H -0.34201 1.34743 -1.29769
C -0.12047 -0.01829 0.31336
C -0.81681 -1.78631 3.86339
C -0.76388 -1.53387 2.38523
H 1.23393 1.60118 -0.38665
S 0.47000 -0.53708 1.81942
H -1.13537 -0.03542 0.19908
H 0.93578 0.19178 -1.63396
O -1.57817 -2.73511 4.13880
O -0.14380 -1.04032 4.59038
*
```


3.
A molecular structure, C4H4AuO2 at a distorted geometry. Source: the OMol25 dataset; level of theory: ωB97M-V/def2-TZVPD.

The energy above the lowest of the compared OMol25 structures with the same formula, charge and spin comes out at 0.0 kJ/mol. The largest force on an atom comes out at 2.77 eV Å⁻¹. The LUMO energy (alpha / beta) is 3.95 / 2.73 eV. For the energy, the calculation gives -11993.565 eV.

```
! wB97M-V def2-TZVPD RIJCOSX def2/J DEFGRID3
* xyz -1 3
C -0.04984 -1.06770 -0.90876
H -1.19288 2.95311 0.45036
Au 0.56786 -0.86085 1.87118
C 0.14784 0.34460 -0.54132
O -0.43588 2.44546 0.15789
O 1.64784 -2.71016 -0.41411
H -1.05994 -1.49075 -0.82993
H 1.16433 0.74407 -0.67663
C -0.84765 1.12434 -0.02572
C 0.90212 -1.99532 -1.03250
H -0.84381 0.51320 1.94954
*
```


4.
A molecular structure, C17H27N6OW at a distorted geometry. Source: the OMol25 dataset; level of theory: ωB97M-V/def2-TZVPD.

The energy above the lowest of the compared OMol25 structures with the same formula, charge and spin comes out at 712.9 kJ/mol. The largest force on an atom comes out at 1.59 eV Å⁻¹. The LUMO energy (alpha / beta) is -11.66 / -11.16 eV. For the energy, the calculation gives -30848.785 eV.

```
! wB97M-V def2-TZVPD RIJCOSX def2/J DEFGRID3
* xyz 3 3
H 2.69314 0.22018 1.77697
N -1.51767 -1.99864 -1.10223
H -0.73085 -4.70159 1.59694
H 3.25260 -0.20647 -1.90129
C -2.60282 3.14872 -1.61644
H 2.45958 -2.52324 -0.78900
C -1.61254 1.67154 0.08908
C 0.74752 2.70366 0.27832
C 3.13070 -1.66022 1.08934
H -1.88268 3.53229 1.15951
C 1.53369 2.66636 -1.02993
H 3.86355 1.43581 -1.94714
H 0.74210 -4.86890 0.61831
H 1.46595 1.13597 -2.39161
H 2.47757 3.20224 -0.95124
H 4.69706 0.20033 0.05800
H 3.76102 1.61040 0.50763
C -2.32503 2.53839 1.10194
C -3.48131 -0.19147 0.36238
H -2.31498 -2.29602 -1.65266
C -2.12305 0.20735 0.07328
H 0.95066 3.11959 -1.82481
H -3.01964 -3.42559 1.40291
C -1.49216 -2.15638 0.39015
H -4.76548 -1.66675 1.21910
N 1.78187 1.22617 -1.42799
H -0.85311 -4.78062 -0.15204
C 3.69862 0.63133 0.03603
H -2.27660 2.07824 2.09024
H -2.41380 3.32515 -2.66998
C -0.23520 -4.40119 0.66787
O -1.60653 2.17335 -1.21489
C 3.21534 0.75828 -1.39318
H -4.28434 0.51562 0.20604
W 0.72716 -0.11993 -0.07810
C -3.75481 -1.45710 0.89136
N -1.10596 -0.70186 0.57459
H 2.98833 -1.86543 2.14770
H -2.49780 4.08239 -1.06812
N 0.83513 -2.16406 0.49058
H -3.37180 2.65980 0.83092
C -0.20114 -2.93077 0.58806
C -2.79916 -2.44326 1.00486
H 0.17134 3.62471 0.34499
N -0.13631 1.50996 0.36619
N 2.73813 -0.20950 0.85449
H 1.40882 2.68849 1.14213
H 2.43265 -3.62271 0.57130
H 4.18165 -1.81565 0.85709
C -1.18029 -0.62364 -0.95557
C 2.24394 -2.59199 0.28066
H -3.61302 2.75667 -1.50270
*
```


5.
2 unconnected molecules or ions with the total composition C7H14S. Source: the OMol25 dataset; level of theory: ωB97M-V/def2-TZVPD.

As for the SMILES: C=CC=C.CCSC. The energy above the lowest of the compared OMol25 structures with the same formula, charge and spin comes out at 132.1 kJ/mol. The largest force on an atom comes out at 0.41 eV Å⁻¹. The LUMO energy is 0.96 eV. For the energy, the calculation gives -18319.960 eV.

```
! wB97M-V def2-TZVPD RIJCOSX def2/J DEFGRID3
* xyz 0 1
C -2.35920 0.01827 0.70367
H -1.20188 0.69200 2.39414
H 1.36744 0.47976 2.16261
H -2.26237 1.58543 -2.64402
C -2.66283 1.02130 -1.80497
C 2.13804 -0.40230 0.41096
H -3.54593 1.53495 -1.42482
H -2.93058 0.01836 -2.13317
H -3.24658 0.60588 0.94668
C 3.10985 -1.55770 -1.52971
H 1.19896 -0.33478 -0.13423
H -0.67004 -0.86050 1.73475
H -2.68091 -0.91814 0.24612
C 2.22484 0.06619 1.65053
H -2.14848 -0.76050 2.70524
H 3.93829 -2.05658 -2.01473
C 3.22758 -1.05896 -0.30453
H 2.16840 -1.52438 -2.06588
H 4.19212 -1.09127 0.19521
C -1.54335 -0.24776 1.95716
H 3.16403 0.04652 2.19306
S -1.39655 0.95414 -0.51737
*
```


6.
A molecular structure, C30H41AsBrNO8PPtS at a distorted geometry. Source: the OMol25 dataset; level of theory: ωB97M-V/def2-TZVPD.

The energy above the lowest of the compared OMol25 structures with the same formula, charge and spin comes out at 139.6 kJ/mol. The largest force on an atom comes out at 2.37 eV Å⁻¹. The LUMO energy is 1.36 eV. For the energy, the calculation gives -203899.998 eV.

```
! wB97M-V def2-TZVPD RIJCOSX def2/J DEFGRID3
* xyz -1 1
C -2.18682 -4.00965 -0.32819
C 0.13106 -4.51957 -1.26070
C 3.72812 2.02739 1.56007
C 1.63852 0.78245 -3.17412
C -1.53325 -0.84868 1.61196
O 3.58413 0.22422 3.69342
H -1.00549 4.12438 -1.05221
C 0.28128 0.58087 -5.11204
H -1.78329 -2.62532 4.52181
H -3.40797 -0.99688 4.97094
C 1.71512 3.19562 2.23308
C -1.10719 -1.94298 2.60198
H -3.85427 -0.81015 3.27906
H -0.22627 -1.76928 -1.88696
H -2.58291 1.18007 4.20036
C 0.43159 -3.24026 -0.48678
H -0.53753 0.53571 -1.82096
O 2.84311 2.73393 -2.62455
H -1.69588 -5.57505 -1.73328
H -2.73709 -1.97244 -0.75758
C -3.00415 -0.92925 3.95892
C 4.12090 3.12111 0.80660
H -3.38947 2.64607 -0.74070
H -2.16600 -2.88149 -2.14375
H 0.05806 3.19862 -2.09873
H -3.12717 0.36499 -0.24550
H -0.86326 -2.87229 2.08987
C -2.58407 0.66507 -1.14533
H -2.49452 -1.13810 1.17321
C -0.55850 -2.13786 -0.91118
H 0.80708 3.20735 2.82296
O 5.37914 0.62888 -0.14540
H -4.01031 1.90139 -2.20536
H 1.45010 -2.89423 -0.67423
O 3.72649 -0.98370 1.20140
H 0.36242 -3.43648 0.58442
H 1.19608 2.43168 -4.45759
O 1.31833 -0.19892 2.81980
C 0.13822 -0.77122 -4.83722
C 2.53522 2.07934 2.27923
H -0.71447 1.00584 2.35653
O 6.11872 0.10370 2.33048
H -1.71150 2.14126 -3.23060
C -1.06879 0.70556 -0.87734
H 0.91304 -5.25808 -1.07939
S 2.26696 0.77002 3.46432
C -1.67594 0.49242 2.36434
H 6.16794 0.07585 -0.18060
H 0.14210 -4.28657 -2.32905
P -0.35221 -0.65507 0.19206
C -0.66828 2.10375 -0.38346
C -2.04221 2.78208 -2.40688
H 1.47073 5.15499 1.40466
H -1.11686 -5.86602 -0.09820
C 2.40101 1.67510 -2.19639
C -1.98859 -2.69587 -1.08065
C -2.08530 0.28203 3.83000
C -3.10783 2.03799 -1.60511
H -2.92087 -2.96242 3.22086
O 2.45165 1.27055 -0.99308
H -3.22274 -4.33989 -0.43229
H -0.47382 -1.41036 -5.46333
H 3.62538 5.10263 0.19045
C -2.22936 -2.21126 3.61523
H -1.27673 2.37604 0.48060
H 1.94948 -1.07957 -2.15299
H -2.79390 -0.07170 -1.92408
C 3.31162 4.24597 0.77203
H -2.00965 -3.84872 0.73657
C 2.10313 4.27787 1.45901
H -1.19010 0.12848 4.43651
Br -0.59661 1.33301 -6.62111
O 1.64952 1.38609 4.61565
H -2.46627 3.68566 -2.84935
As 4.72712 0.34826 1.52837
C -0.85304 3.14047 -1.50186
H -2.41607 1.12010 1.86197
H 5.03991 3.06652 0.24110
C -1.24161 -5.09585 -0.86259
N 0.73352 -1.34334 -3.79920
H 0.37074 2.10423 -0.05988
C 1.04732 1.37496 -4.28189
C 1.47212 -0.58362 -2.99255
Pt 1.87641 -0.05156 0.63219
H -0.20528 -1.60688 3.10224
*
```


7.
2 unconnected molecules or ions with the total composition C4H12N3O. Source: the OMol25 dataset; level of theory: ωB97M-V/def2-TZVPD.

The energy above the lowest of the compared OMol25 structures with the same formula, charge and spin comes out at 91.4 kJ/mol. The largest force on an atom comes out at 0.56 eV Å⁻¹. The LUMO energy is -3.00 eV. For the energy, the calculation gives -10854.146 eV.

```
! wB97M-V def2-TZVPD RIJCOSX def2/J DEFGRID3
* xyz 1 1
H 1.61243 0.63449 -0.66975
H -0.79300 -2.96480 -2.15548
N 0.11370 -1.48807 -0.97089
C -0.60888 -2.75733 -1.10734
H -1.15446 1.84324 3.13575
C -0.29486 1.79857 1.27439
H -1.62809 2.63539 -0.26286
O -0.23391 1.48890 -1.12133
N 2.06876 -0.27195 -0.70130
H -0.04133 -3.55625 -0.64008
H 1.94898 -2.31922 -0.66494
H 0.20953 0.84111 1.39017
H 0.46929 2.57794 1.42278
C -0.75089 1.97538 -0.14288
H -0.42485 -0.63466 -1.06946
C 1.39466 -1.39482 -0.76857
H -1.95621 2.73285 2.03657
H 3.06336 -0.33684 -0.56747
H -1.55748 -2.67866 -0.58408
N -1.43676 1.87472 2.16676
*
```


8.
A gas-phase ion, C3H6N3O (charge +1) at a distorted geometry. Source: the OMol25 dataset; level of theory: ωB97M-V/def2-TZVPD.

As for the SMILES: [H]/N=C(/C=O)C(N)=[NH2+]. The energy above the lowest of the compared OMol25 structures with the same formula, charge and spin comes out at 77.6 kJ/mol. The largest force on an atom comes out at 4.10 eV Å⁻¹. The LUMO energy is -5.45 eV. For the energy, the calculation gives -9717.926 eV.

```
! wB97M-V def2-TZVPD RIJCOSX def2/J DEFGRID3
* xyz 1 1
C 1.01769 0.01224 0.64058
N 2.03355 0.38284 -0.00778
H 0.45444 -0.54671 -1.83274
H 2.14944 -0.57748 2.46166
C 1.11527 -0.40293 2.10536
H -1.04957 0.41672 1.63051
H 1.83191 0.66532 -0.89410
H -2.19335 0.42245 0.01781
O 0.06096 -0.58688 2.71402
C -0.32058 0.01581 -0.04127
N -1.30591 0.52483 0.58437
H -1.28526 -0.10784 -1.66311
N -0.38543 -0.32862 -1.29028
*
```


Q: What is the energy in the fourth record?
A: -30848.785 eV